1.
Entry from OMol25: a cluster of 2 separate species, C12H23BrN3O5P2S2 in total at a distorted geometry (ωB97M-V/def2-TZVPD).

Atoms and positions in Å:
C 2.53377 3.29045 0.67491
C 2.73102 1.80749 0.10237
C 3.30724 0.73230 1.14034
C 2.73758 0.81532 2.63110
N 1.55814 -0.11747 2.88702
C 0.48189 0.14767 1.89626
C -0.32752 1.45853 2.08073
S -0.11444 2.67700 3.44442
C -1.41680 1.77667 1.00865
C -2.22988 3.13700 1.11210
O -1.81195 4.08949 0.39589
O -3.33792 3.40724 1.95285
N -3.96734 2.27377 2.40294
C -1.67546 0.79633 -0.15806
P -2.90879 1.01178 -1.56323
S -4.47849 2.06610 -1.14049
C -0.78832 -0.49779 -0.18498
O -0.95839 -1.46315 -1.22547
N 0.24092 -0.79557 0.80001
P 1.21376 -2.31516 0.65127
O 0.04467 -3.58036 0.84649
Br 2.18686 -2.46212 -1.38773
H 3.32751 3.63696 1.41582
H 2.51292 4.01610 -0.22588
H 1.48064 3.37263 1.13986
H 1.69419 1.44464 -0.26728
H 3.40442 1.85493 -0.83172
H 3.15537 -0.30686 0.65085
H 4.45485 0.86211 1.20105
H 2.54490 1.88071 3.01815
H 3.57427 0.40258 3.31577
H 1.13951 0.13279 3.80410
H -0.07238 3.92369 2.83667
H -4.37507 1.74848 1.61545
H -3.36182 1.69394 2.99974
H -2.20998 1.56779 -2.67743
H -3.36175 -0.29831 -1.95204
H -0.33589 -1.18495 -1.95372
H -0.80095 -3.12952 1.08656
C -0.31398 -5.15137 -3.28912
C -0.69303 -4.14372 -4.35489
O -1.77340 -3.33393 -3.90090
H -1.16795 -5.78667 -3.04116
H 0.51074 -5.78432 -3.62503
H -0.01518 -4.64376 -2.36653
H -1.01173 -4.65150 -5.26698
H 0.15508 -3.49552 -4.59921
H -1.48179 -2.88242 -3.09955

Forces on atoms 1 to 6 (eV/Å):
-0.775 0.126 -0.814
-0.293 0.125 -0.098
0.429 0.266 -0.545
1.826 -0.414 0.486
-1.904 0.967 -1.827
-0.745 2.340 0.641

Summary:
Net charge: +1
HOMO-LUMO gap: 0.2349 hartree
Energy: -5064.13363 a.u.
E_LUMO: -5.7 eV

Taken from the Löwdin analysis, the atomic charges in e are: C -0.115; C -0.248; C -0.188; C -0.195; N -0.023; C -0.179; C -0.380; S 0.825; C -0.032; C -0.427; O 0.089; O -0.066; N 0.029; C -0.188; P 0.381; S 0.237; C -0.216; O -0.073; N -0.140; P 0.684; O -0.319; Br 0.344; H 0.090; H 0.094; H 0.033; H 0.086; H 0.120; H 0.060; H 0.132; H 0.091; H 0.138; H 0.112; H -0.055; H 0.050; H 0.096; H 0.006; H 0.006; H 0.108; H 0.060; C -0.090; C -0.313; O -0.086; H 0.084; H 0.081; H 0.036; H 0.119; H 0.104; H 0.038

2.
Entry from OMol25: an isolated molecule of C12H23BrNO2 (ωB97M-V/def2-TZVPD).

Atoms and positions in Å:
C 4.52651 0.54068 1.19192
C 3.10620 -0.03321 1.29495
C 2.55752 -0.38406 -0.07042
O 1.26506 -0.96908 0.10259
C 0.37175 -0.98310 -0.95438
Br 1.22662 -1.99013 -2.50498
C 0.01476 0.38105 -1.51434
C -0.92255 1.21041 -0.63216
C -0.27734 1.69199 0.67820
C -1.38751 2.41550 -1.44694
N -2.11700 0.38766 -0.33263
O -3.14488 1.02784 0.06400
C -2.05132 -1.03854 0.10127
C -3.34184 -1.69851 -0.37769
C -1.98368 -1.06983 1.63284
C -0.84110 -1.79472 -0.50200
H 5.21658 0.03450 1.86801
H 4.56052 1.60314 1.43651
H 4.93384 0.43205 0.18331
H 2.43038 0.68247 1.77083
H 3.08484 -0.92847 1.91985
H 3.19250 -1.11790 -0.57663
H 2.51465 0.49773 -0.71919
H -0.46430 0.24462 -2.48562
H 0.92730 0.95651 -1.68988
H 0.41538 0.95889 1.09144
H 0.26292 2.62568 0.50595
H -1.05735 1.89097 1.41461
H -1.95213 3.10652 -0.82262
H -2.02180 2.10678 -2.27892
H -0.51088 2.93619 -1.83989
H -4.19929 -1.14456 0.00147
H -3.38758 -1.72750 -1.46767
H -3.39429 -2.72198 0.00191
H -2.81862 -0.50637 2.05208
H -2.03559 -2.10259 1.98226
H -1.05124 -0.63265 1.99582
H -1.18985 -2.40937 -1.33014
H -0.45718 -2.47862 0.25627

Forces on atoms 1 to 6 (eV/Å):
0.119 0.025 0.059
-0.038 0.054 0.065
-0.078 -0.110 -0.201
-0.092 0.106 0.044
0.024 0.002 0.131
0.005 -0.021 0.085

Summary:
Energy relative to the best compared isomer or geometry (same formula, charge and spin): 0.0 kJ/mol
Multiplicity: 2
Net charge: 0
HOMO-LUMO gap (spin up / spin down): 0.3238 / 0.3740 hartree
Energy: -3250.22779 a.u.
E_LUMO (spin up / spin down): 0.7 / 0.6 eV

Taken from the Löwdin analysis, the atomic charges in e are: C -0.093; C -0.217; C -0.242; O -0.157; C -0.742; Br 0.713; C -0.141; C -0.468; C 0.000; C -0.032; N -0.142; O -0.015; C -0.461; C -0.029; C -0.019; C -0.104; H 0.070; H 0.071; H 0.072; H 0.098; H 0.115; H 0.105; H 0.119; H 0.118; H 0.115; H 0.055; H 0.093; H 0.094; H 0.086; H 0.093; H 0.091; H 0.082; H 0.091; H 0.093; H 0.089; H 0.091; H 0.080; H 0.092; H 0.132

3.
Entry from OMol25: a structure of composition C12H23CoF3NO2P2 at a distorted geometry (ωB97M-V/def2-TZVPD).

Atoms and positions in Å:
Co 1.68547 0.31652 0.11764
P 0.39753 1.93656 -1.08018
C -0.50508 1.09614 -2.30065
C -0.42064 -0.30075 -2.29335
N 0.41246 -0.86284 -1.35169
C 0.51307 -2.16674 -1.20428
C 0.06218 -3.01387 -2.22816
C -0.78991 -2.50569 -3.21871
C -1.15002 -1.16470 -3.17397
C 1.22211 -2.64892 0.00362
P 1.03787 -1.37027 1.35764
H -1.90360 -0.74112 -3.84174
H 0.39021 -4.03987 -2.23083
H -1.13178 -3.14770 -4.05210
H 0.86914 -3.60813 0.36322
H 2.28603 -2.66096 -0.20073
H -4.66806 1.88116 -0.75350
H -1.26083 1.60117 -2.86658
H -2.87623 0.23046 3.37034
O -5.40443 1.29904 -0.80904
H -5.23327 0.60755 -0.14909
H 0.41473 0.82032 0.38010
O -2.81297 1.13292 3.70272
H -1.89454 1.39885 3.64914
C -0.45607 -2.06199 2.20629
H -0.26162 -3.12396 2.45872
H -0.71667 -1.50463 3.12082
H -1.34411 -2.00399 1.56171
C 2.31874 -1.88968 2.51846
H 2.29780 -1.25018 3.40458
H 2.18783 -2.93867 2.81342
H 3.29169 -1.77241 2.03892
C 1.88093 2.51580 -1.95324
H 1.50213 3.20701 -2.71135
H 2.59197 2.99383 -1.26926
H 2.32888 1.62691 -2.41316
C -0.46085 3.41178 -0.37170
H 0.16919 3.91985 0.38511
H -0.67270 4.10501 -1.20394
H -1.41952 3.12280 0.10188
F 2.54097 1.09486 2.76877
C 1.86729 1.64649 1.71260
F 0.59975 2.01895 2.22707
F 2.51495 2.79308 1.41447

Forces on atoms 1 to 6 (eV/Å):
-0.075 1.407 -0.268
1.092 0.342 2.173
-0.922 -0.541 0.035
-0.147 -1.119 -0.176
0.277 0.491 -0.237
-0.119 -0.123 -1.139

Summary:
Multiplicity: 4
Net charge: +1
HOMO-LUMO gap (spin up / spin down): 0.2613 / 0.2494 hartree
Energy: -3041.00374 a.u.
E_LUMO (spin up / spin down): -3.5 / -5.7 eV

Taken from the Löwdin analysis, the atomic charges in e are: Co 0.204; P 0.888; C -0.137; C -0.309; N 0.037; C -0.331; C 0.024; C -0.021; C 0.022; C -0.239; P 0.890; H 0.129; H 0.124; H 0.134; H 0.100; H 0.099; H -0.001; H 0.095; H 0.021; O -0.042; H 0.042; H 0.012; O -0.048; H 0.017; C -0.218; H 0.060; H 0.050; H 0.049; C -0.243; H 0.054; H 0.063; H 0.054; C -0.196; H 0.066; H 0.060; H 0.058; C -0.183; H 0.064; H 0.061; H 0.064; F 0.013; C -0.584; F -0.036; F 0.032